Record 1
DFT (ωB97M-V/def2-TZVPD) results for C6H9N in the gas phase in a non-equilibrium geometry.

Geometry as ORCA input:
```
! RIJCOSX wB97M-V def2-TZVPD def2/J DEFGRID3
* xyz 0 1
C 0.07 0.89 -1.62
C -0.62 -1.69 1.99
C -0.74 1.38 -0.42
C 1.52 0.48 -1.21
N 0.59 -1.18 1.45
C 0.98 -1.06 0.30
C 1.80 -0.70 -0.65
H 2.30 1.14 -1.57
H 0.13 1.68 -2.37
H -0.42 0.02 -2.06
H -0.41 -2.61 2.52
H -0.98 -0.97 2.73
H -1.41 -1.86 1.24
H -0.69 0.64 0.39
H -1.78 1.53 -0.70
H -0.32 2.31 -0.03
*
```

Properties
- Strongest force on any atom: 2.96 eV/Å
- Energy above the lowest of the compared OMol25 structures with the same formula, charge and spin: 3.969 eV
- SMILES string: CCC=C=C=NC
- Frontier orbital gap: 8.04 eV
- LUMO energy: -0.1 eV

=====

Record 2
DFT (ωB97M-V/def2-TZVPD) results for a molecular structure, C4H4CuO2 in a non-equilibrium geometry.

Geometry as ORCA input:
```
! RIJCOSX wB97M-V def2-TZVPD def2/J DEFGRID3
* xyz -2 2
H -1.93 -1.17 0.85
O -2.67 0.90 0.44
C -1.64 -0.04 0.45
C -0.39 0.34 0.06
C 0.77 -0.48 -0.13
C 2.03 0.00 -0.51
O 3.02 -0.84 -0.63
H -3.48 0.49 0.78
H -0.27 1.41 -0.17
H 0.65 -1.56 0.08
Cu 3.91 0.94 -1.23
*
```

Properties
- Strongest force on any atom: 3.28 eV/Å
- Energy above the lowest of the compared OMol25 structures with the same formula, charge and spin: 0.000 eV
- Frontier orbital gap (spin up / spin down): 3.13 / 3.39 eV
- LUMO energy (spin up / spin down): 5.5 / 5.5 eV